1.
# C4H24B4O2SV

A structure of composition C4H24B4O2SV at a distorted geometry (the ωB97M-V functional and the def2-TZVPD basis, the OMol25 dataset).

Geometry as XYZ:
```
36
Properties=species:S:1:pos:R:3:lowdin_charge:R:1
V 29.99177 -20.32273 15.29407 0.785
B 29.47947 -21.81549 13.71516 -0.376
H 30.19595 -21.02186 13.57008 -0.042
H 28.97739 -22.19798 12.84002 -0.007
H 29.94275 -22.67796 14.16877 -0.038
H 28.74575 -21.48164 14.43240 -0.018
B 29.69552 -19.41102 17.24025 -0.380
H 30.43893 -20.12024 17.56979 -0.035
H 29.28788 -18.77880 18.01379 0.002
H 30.17752 -18.78313 16.50700 -0.018
H 28.88347 -19.94933 16.77654 -0.016
B 28.99566 -18.65224 14.08877 -0.354
H 30.03458 -18.57639 14.37004 -0.030
H 28.54943 -19.18307 14.91542 -0.039
H 28.64133 -17.64330 13.94476 -0.014
H 28.99107 -19.18062 13.14802 -0.021
B 32.20158 -20.34133 15.02349 -0.369
H 33.27079 -20.29209 14.88703 -0.007
H 31.88796 -19.88922 15.95164 -0.025
H 31.64084 -19.92885 14.19907 -0.030
H 31.76258 -21.32667 15.04875 -0.048
C 30.32881 -25.62366 17.26246 -0.213
C 31.37044 -24.97107 16.29261 -0.263
C 31.97083 -23.95014 17.11781 -0.228
S 30.53793 -22.96049 17.55241 0.792
O 30.16589 -22.10626 16.46022 -0.409
O 30.57321 -22.41636 18.92912 -0.322
C 29.36022 -24.47688 17.62864 -0.160
H 30.88509 -26.12426 18.05494 0.108
H 29.71552 -26.33544 16.70988 0.107
H 30.92560 -24.58000 15.37757 0.114
H 31.97618 -25.69882 15.75263 0.122
H 32.65757 -23.20615 16.71412 0.126
H 32.27508 -24.49609 18.01082 0.113
H 28.53591 -24.49831 16.91577 0.101
H 28.85580 -24.72137 18.56345 0.093
```

Values from the calculation:
Energy = -47851.5025 eV
Net charge = -1
2S+1 = 3
E_LUMO (alpha / beta) = 2.326 / 2.325 eV
Frontier orbital gap (alpha / beta) = 7.4572 / 8.4755 eV


2.
# C4H24BF4N8O8

A structure of composition C4H24BF4N8O8 at a distorted geometry (the ωB97M-V functional and the def2-TZVPD basis, the OMol25 dataset).

Geometry as XYZ:
```
49
Properties=species:S:1:pos:R:3:lowdin_charge:R:1
B 3.18714 28.60033 -7.54897 -1.072
F 2.23793 28.47995 -6.49063 0.180
F 4.30062 29.31544 -7.02526 0.321
F 3.46476 27.31947 -7.92771 0.044
F 2.73978 29.38560 -8.60395 0.121
O 4.24690 27.94332 -10.59637 -0.038
H 3.72505 28.19736 -11.35755 -0.041
H 3.68106 28.12508 -9.84601 -0.022
O 3.43626 25.12251 -8.28149 -0.016
H 2.81316 24.89415 -7.59169 0.052
H 3.00251 25.81781 -8.77613 0.026
O 0.77151 29.95005 -6.99008 0.000
H 1.60599 29.53839 -7.21460 -0.027
H 0.31967 30.04922 -7.82808 0.051
O 5.67380 29.15454 -5.81505 -0.030
H 5.46789 29.96056 -5.34159 0.025
H 5.00450 29.09920 -6.49711 -0.378
C 5.12633 25.85026 -6.28223 -0.704
O 5.87669 24.99836 -5.76292 -0.004
N 3.92855 26.31812 -5.95529 0.153
N 5.53442 26.61249 -7.25577 0.174
H 3.46515 26.18837 -5.06730 0.130
H 3.39314 26.54628 -6.78074 0.014
H 4.90122 27.37001 -7.46867 0.073
H 6.53949 26.51300 -7.24968 0.143
C 2.44341 30.14202 -11.82029 -0.674
O 3.41698 29.45762 -11.90719 0.059
N 1.81314 30.26964 -10.68634 0.161
N 1.68895 30.60255 -12.84400 0.161
H 2.31393 29.74200 -9.98569 0.065
H 1.29280 31.10775 -10.46976 0.129
H 0.73984 30.92484 -12.71979 0.104
H 2.17638 30.60368 -13.72859 0.105
C 0.85668 26.91487 -8.58768 -0.762
O -0.07269 26.48882 -9.16425 0.082
N 1.79915 27.46984 -9.27557 0.155
N 1.19560 26.91833 -7.30194 0.201
H 1.79785 27.32749 -10.27549 0.154
H 2.65909 27.72998 -8.81413 -0.013
H 1.97825 27.53767 -7.14709 -0.064
H 0.58720 26.62248 -6.55200 0.148
C 3.64988 31.89730 -8.76089 -0.721
O 3.88170 33.07224 -8.78495 0.032
N 4.58283 30.98113 -8.72073 0.209
N 2.44782 31.34505 -8.94585 0.107
H 5.57140 31.08567 -8.54219 0.142
H 4.13572 30.11987 -8.44064 0.065
H 1.66094 31.92633 -8.69478 0.130
H 2.36602 30.35844 -8.74582 -0.153
```

Values from the calculation:
Energy = -44374.7622 eV
Net charge = -1
E_LUMO = 2.478 eV
Frontier orbital gap = 8.8176 eV


3.
# C4H24N2O6

A cluster of 7 separate species, C4H24N2O6 in total at a distorted geometry (the ωB97M-V functional and the def2-TZVPD basis, the OMol25 dataset).

Geometry as XYZ:
```
36
Properties=species:S:1:pos:R:3:lowdin_charge:R:1
C -1.14193 -0.33977 2.20398 -0.114
N -0.87227 -1.34859 1.15992 -0.124
C -1.84567 -1.30860 0.05836 -0.228
C -2.16403 0.01865 -0.60513 -0.243
N -1.11077 0.50907 -1.46857 -0.120
C -1.37889 1.84255 -1.99778 -0.110
H -2.15538 -0.42939 2.59602 0.086
H -1.01493 0.67341 1.83863 0.055
H -0.38379 -0.47778 2.97537 0.081
H -0.96938 -2.22119 1.66413 0.100
H -1.52148 -1.98245 -0.74657 0.099
H -2.76167 -1.84561 0.34844 0.115
H -3.05001 -0.16090 -1.21273 0.121
H -2.38104 0.73434 0.20572 0.101
H -0.16328 0.30085 -1.20822 0.057
H -0.68941 2.01972 -2.82640 0.077
H -2.42354 2.06046 -2.16587 0.080
H -0.99286 2.59788 -1.29439 0.058
O 1.79325 -2.55883 -0.01072 -0.029
H 2.27781 -3.37000 -0.18948 0.067
H 0.97664 -2.79471 0.40380 0.018
O -0.10087 -2.25268 -3.03817 -0.069
H 0.37353 -2.54774 -2.25034 0.003
H 0.00325 -1.29340 -2.95323 0.014
O 2.62406 2.42617 1.96975 -0.056
H 2.64372 1.50053 2.23937 0.016
H 3.14649 2.73901 1.24128 0.039
O 1.92448 0.33548 -1.31049 -0.014
H 2.41962 0.95485 -1.82864 0.051
H 2.43289 -0.42522 -1.08503 0.007
O 2.33438 -0.37559 1.58656 -0.047
H 2.46755 -0.80850 0.75414 -0.020
H 1.41092 -0.50690 1.82321 0.011
O 0.09158 3.15381 1.21021 -0.066
H 0.81205 2.50813 1.13844 -0.003
H -0.61101 2.67294 0.77442 -0.015
```

Values from the calculation:
Energy = -19801.6196 eV
Net charge = 0
SMILES = CNCCNC.O.O.O.O.O.O
E_LUMO = 0.036 eV
Frontier orbital gap = 8.4194 eV


4.
# C4H24N8O8

A cluster of 8 separate species, C4H24N8O8 in total at a distorted geometry (the ωB97M-V functional and the def2-TZVPD basis, the OMol25 dataset).

Geometry as XYZ:
```
44
Properties=species:S:1:pos:R:3:lowdin_charge:R:1
C 3.83538 0.84586 -2.09218 -0.928
O 2.65877 0.51693 -2.07733 -0.031
N 4.77106 0.18020 -1.54548 0.162
N 4.28965 1.91024 -2.62398 0.130
H 5.73569 0.47945 -1.55143 0.086
H 4.48973 -0.59125 -0.95740 0.114
H 3.58895 2.55482 -2.96108 0.085
H 5.26444 2.16825 -2.56643 0.063
C -4.53054 -0.32804 1.52450 -0.786
O -3.57989 0.31993 1.97186 -0.001
N -4.85244 -1.52486 1.85396 0.164
N -5.37722 0.14907 0.65793 0.162
H -4.25220 -1.81894 2.61114 0.125
H -5.74138 -1.96565 1.66532 0.116
H -6.19266 -0.41408 0.46299 0.105
H -5.16635 1.05995 0.27594 0.121
C 2.31361 -2.82967 0.00427 -0.777
O 2.95523 -3.76906 0.47455 -0.027
N 1.51140 -2.01688 0.62489 0.176
N 2.42966 -2.50907 -1.28629 0.156
H 0.76138 -1.61568 0.08028 0.042
H 1.61437 -2.13349 1.62284 0.117
H 2.78379 -3.16531 -1.96749 0.107
H 2.05704 -1.64110 -1.64391 0.050
C -0.32238 0.65644 -0.32580 -0.802
O -0.23885 -0.50715 -0.66199 -0.014
N 0.33404 1.60434 -0.85390 0.199
N -1.00908 1.00743 0.72112 0.192
H 0.98941 1.43382 -1.60324 0.076
H 0.43354 2.47543 -0.35250 0.074
H -0.92295 1.99435 0.91771 0.074
H -1.83456 0.48720 0.98195 0.065
O 0.14794 4.07766 1.76207 -0.229
H 0.66788 4.85112 1.54380 -0.017
H 0.74452 3.52078 2.26228 -0.014
O -2.13172 -2.22210 1.01014 -0.053
H -1.95285 -3.03393 0.53561 0.037
H -1.50818 -1.59135 0.65017 -0.014
O 0.63136 -1.57015 -3.80431 -0.065
H 0.96843 -0.72843 -3.49752 0.000
H -0.30718 -1.53454 -3.61959 0.025
O -1.90334 1.91050 4.25692 -0.083
H -1.43058 1.25982 3.73794 0.010
H -2.72291 2.04712 3.78168 0.009
```

Values from the calculation:
Energy = -32840.7053 eV
Net charge = -1
2S+1 = 2
E_LUMO (alpha / beta) = 2.219 / 2.134 eV
Frontier orbital gap (alpha / beta) = 1.7426 / 8.4870 eV


5.
# C4H24NO10

A cluster of 9 separate species, C4H24NO10 in total at a distorted geometry (the ωB97M-V functional and the def2-TZVPD basis, the OMol25 dataset).

Geometry as XYZ:
```
39
Properties=species:S:1:pos:R:3:lowdin_charge:R:1
O 1.38143 2.37306 -2.93542 0.005
C 1.03544 1.77177 -1.90960 -0.630
O 1.81132 1.51481 -0.92800 -0.097
C -0.42073 1.40700 -1.70668 -0.279
C -1.01058 2.47499 -0.67844 -0.174
C -2.47276 2.79732 -1.03611 -0.132
N -0.65342 0.08680 -1.08282 0.055
H -0.98291 1.54354 -2.63581 0.135
H -0.41331 3.41610 -0.72134 0.123
H -0.99525 2.11973 0.34160 0.099
H -2.66448 3.67389 -1.67911 0.073
H -2.91775 2.07796 -1.72764 0.058
H -3.06984 2.90538 -0.13421 0.062
H 0.00913 -0.04196 -0.32055 0.068
H -0.56428 -0.75928 -1.63357 0.093
H -1.46092 -2.02599 0.77951 0.010
H -2.24136 -0.82781 1.33242 0.031
O -1.85829 -1.69019 1.59425 -0.093
H 2.79912 0.70008 1.64032 0.049
H 1.80610 0.83688 0.38932 -0.005
O 1.95174 0.38607 1.30098 -0.113
H 0.80528 -0.36729 2.68944 0.030
H -0.24414 -1.31657 2.60180 0.022
O 0.55564 -1.19237 3.15514 -0.071
H 2.74340 -2.04069 1.29081 0.038
H 1.67674 -2.02206 2.42459 -0.019
O 2.26568 -2.63096 1.89030 -0.106
H -2.66384 0.35330 -0.67778 -0.004
H -3.95015 0.31395 0.31462 0.042
O -3.27427 -0.18065 -0.14068 -0.076
H 0.86500 -2.84725 0.83984 0.009
H -0.03743 -4.05542 0.94201 0.037
O 0.13787 -3.32296 0.35008 -0.087
H 3.62026 3.07072 -1.72270 0.016
H 3.49118 1.69543 -1.26062 0.013
O 4.17060 2.43546 -1.22438 -0.141
H -2.60698 -4.15641 0.78872 0.014
H -3.58662 -3.07573 1.32617 0.013
O -3.29159 -3.98172 1.43497 -0.068
```

Values from the calculation:
Energy = -26505.9253 eV
Net charge = -1
E_LUMO = 2.722 eV
Frontier orbital gap = 8.5390 eV


6.
# C4H24NO7

A cluster of 8 separate species, C4H24NO7 in total at a distorted geometry (the ωB97M-V functional and the def2-TZVPD basis, the OMol25 dataset).

Geometry as XYZ:
```
36
Properties=species:S:1:pos:R:3:lowdin_charge:R:1
C 1.14718 -0.13644 -0.15004 -0.150
N 0.87426 1.22199 0.41863 0.002
C 2.24301 1.82931 0.61373 -0.140
C 3.30247 1.05326 -0.16648 -0.170
C 2.67597 -0.27696 -0.64585 -0.136
H 0.93955 -1.09465 0.49028 0.121
H 0.53995 -0.34643 -1.12656 0.083
H 0.36440 1.00078 1.38378 0.201
H 0.17722 1.83742 -0.20059 0.155
H 2.51554 1.74404 1.71829 0.143
H 2.23448 2.96730 0.43904 0.152
H 3.38683 1.60671 -1.12872 0.120
H 4.25478 0.86050 0.35097 0.124
H 3.09730 -1.26406 -0.15726 0.147
H 2.65143 -0.36834 -1.73163 0.093
H -2.35680 -0.25286 2.10388 0.013
H -2.98079 -1.14857 1.04548 0.067
O -2.65766 -1.14653 1.98280 -0.052
H -1.39530 3.22165 2.24571 -0.001
H -1.98296 2.13404 1.34654 -0.007
O -1.24686 2.64752 1.58543 0.035
H -0.66095 0.72770 -2.12202 0.059
H -0.75651 2.15673 -2.42903 0.103
O -0.79073 1.58623 -1.64642 -0.057
H -3.79838 0.96152 -0.63039 0.022
H -2.27903 0.98219 -0.64592 0.031
O -3.07832 0.93259 -0.06852 -0.021
H -0.26792 -3.11080 0.09712 0.085
H 0.20419 -4.08068 -1.09166 0.105
O -0.33811 -3.20366 -0.98241 -0.160
H -0.02961 -3.54567 2.27217 0.107
H -0.99028 -2.19598 2.25269 0.036
O -0.08658 -2.55839 2.01689 -0.126
H -0.05319 -1.28360 -3.71775 0.066
H 0.05671 -1.97322 -2.40498 -0.012
O 0.04797 -1.12084 -2.78752 -0.039
```

Values from the calculation:
Energy = -20353.2011 eV
Net charge = +1
E_LUMO = -2.743 eV
Frontier orbital gap = 11.7078 eV


7.
# C4H24NO9

A cluster of 8 separate species, C4H24NO9 in total at a distorted geometry (the ωB97M-V functional and the def2-TZVPD basis, the OMol25 dataset).

Geometry as XYZ:
```
38
Properties=species:S:1:pos:R:3:lowdin_charge:R:1
O -2.23269 3.10820 0.01649 0.120
C -1.17379 2.29666 -0.16771 -0.504
C -0.83453 1.50938 1.11376 0.002
N 0.19554 0.45638 0.67319 0.015
C 1.29163 0.27088 1.77640 -0.178
C 1.38925 -1.19929 2.00524 -0.085
O -0.56330 2.15990 -1.19108 0.097
H -2.58839 3.53386 -0.78615 0.145
H -1.71429 0.92604 1.86401 0.228
H -0.30093 2.05877 1.86500 0.093
H 0.63540 0.76075 -0.15214 0.089
H -0.33568 -0.45205 0.53912 0.143
H 2.24340 0.74607 1.51525 0.100
H 0.83009 0.88727 2.72584 0.168
H 2.00643 -1.45338 2.87019 0.082
H 0.38001 -1.78835 2.10897 0.133
H 1.86273 -1.65337 1.12958 0.057
H 0.13231 -0.48273 -2.28126 0.043
H 0.83297 -1.37988 -1.62825 0.015
O 0.26990 -0.66341 -1.37757 -0.035
H -3.09523 0.36110 -2.18617 0.090
H -2.16875 1.61829 -2.21814 0.041
O -2.85769 1.20767 -1.66351 -0.077
H -2.85170 -1.82242 0.24437 -0.012
H -3.45836 -1.25902 1.50978 -0.019
O -2.71071 -1.52130 1.11102 0.021
H 2.89554 0.19368 -3.05956 0.020
H 2.88716 1.68204 -3.05434 0.051
O 2.34075 0.92409 -2.81411 -0.045
H 3.01985 -1.64555 -0.62301 0.057
H 2.83179 -2.70833 -1.96468 0.044
O 2.53582 -2.17560 -1.26231 -0.022
H -4.60095 -1.27333 -1.94345 0.012
H -4.71550 -2.84057 -1.89935 0.113
O -4.15274 -2.03360 -1.60323 -0.071
H 3.98193 -0.16531 2.63852 0.010
H 4.21661 1.19332 3.31869 0.092
O 3.57612 0.62314 2.85060 -0.033
```

Values from the calculation:
Energy = -24446.9648 eV
Net charge = +1
E_LUMO = -2.446 eV
Frontier orbital gap = 11.6092 eV